(1)
Below is a single C11H9N3O2 molecule in a non-equilibrium geometry, with properties calculated with wB97M-V/def2-TZVPD.

Structure (XYZ):
```
25
C11H9N3O2 wB97M-V/def2-TZVPD
N 2.310 3.026 -0.668
O -0.686 1.757 -2.418
N 1.540 2.250 -0.099
N -0.992 -0.259 0.657
O -1.408 -0.462 -2.171
C -0.735 0.695 -1.738
C -0.348 0.556 -0.222
C 0.617 1.319 0.451
C 0.197 -0.532 4.138
C 1.163 0.546 4.183
C -0.569 -0.839 2.954
C 1.422 1.112 2.952
C -0.238 -0.143 1.797
C 0.798 0.773 1.774
C -0.446 -1.820 -3.987
C -1.399 -0.702 -3.546
H 0.074 -1.069 5.085
H 1.800 0.712 5.025
H -1.263 -1.646 2.899
H 2.282 1.758 3.023
H -0.478 -2.704 -3.329
H -0.546 -2.012 -5.066
H 0.550 -1.409 -3.807
H -1.197 0.157 -4.176
H -2.448 -1.065 -3.711
```

- relative energy (zero: lowest compared OMol25 entry of this formula, charge and spin) (eV) = 2.269

Here are the Löwdin charges for atoms 1 to 4, given in e: atom 1 (N): 0.271, atom 2 (O): 0.065, atom 3 (N): 0.075, atom 4 (N): 0.193

=====

(2)
Below is a molecular structure, C28H71ClNbO5 in a non-equilibrium geometry, with properties calculated with wB97M-V/def2-TZVPD.

Structure (XYZ):
```
106
C28H71ClNbO5 wB97M-V/def2-TZVPD
C -6.558 -1.620 -2.094
C -5.700 -2.846 -1.857
C -5.836 -3.390 -0.450
C -5.143 -2.596 0.662
C -3.821 -1.910 0.313
C -3.908 -0.405 0.028
C -3.507 0.014 -1.375
C -1.990 0.127 -1.574
Nb -0.904 -1.482 -2.748
Cl 1.112 -0.115 -2.959
H -6.450 -1.270 -3.113
H -7.606 -1.870 -1.956
H -6.300 -0.810 -1.423
H -4.665 -2.626 -2.095
H -6.006 -3.618 -2.558
H -6.901 -3.414 -0.225
H -5.507 -4.423 -0.419
H -5.832 -1.853 1.055
H -4.962 -3.284 1.481
H -3.335 -2.402 -0.522
H -3.156 -2.059 1.156
H -4.917 -0.063 0.243
H -3.267 0.121 0.729
H -3.918 -0.705 -2.074
H -3.967 0.977 -1.586
H -1.512 0.314 -0.615
H -1.746 0.990 -2.197
H -1.500 -1.138 -4.460
H -0.064 -2.991 -3.415
H -0.451 -2.375 -1.196
H -2.367 -2.526 -2.707
C -2.874 4.483 3.350
C -4.073 3.693 2.855
O -3.900 2.292 2.913
C -3.651 1.743 4.190
C -4.759 1.985 5.202
H -1.980 4.213 2.787
H -3.051 5.552 3.224
H -2.666 4.306 4.406
H -4.248 3.903 1.800
H -4.979 3.996 3.396
H -2.692 2.099 4.586
H -3.544 0.674 4.009
H -4.887 3.045 5.427
H -4.522 1.476 6.137
H -5.708 1.599 4.828
C 1.772 -2.817 -6.666
C 0.853 -4.023 -6.634
O 1.206 -5.051 -7.561
C 2.481 -5.621 -7.371
C 2.681 -6.299 -6.024
H 1.806 -2.378 -7.666
H 1.403 -2.069 -5.967
H 2.794 -3.063 -6.369
H -0.155 -3.726 -6.919
H 0.785 -4.420 -5.618
H 3.265 -4.870 -7.534
H 2.580 -6.360 -8.169
H 2.607 -5.594 -5.196
H 3.670 -6.757 -5.985
H 1.930 -7.075 -5.875
C 3.266 -3.276 -10.445
C 4.492 -2.806 -9.685
O 5.615 -2.514 -10.504
C 5.426 -1.494 -11.463
C 5.061 -0.141 -10.875
H 3.500 -4.160 -11.039
H 2.475 -3.533 -9.739
H 2.875 -2.510 -11.117
H 4.838 -3.595 -9.018
H 4.241 -1.946 -9.053
H 4.680 -1.796 -12.208
H 6.383 -1.425 -11.980
H 4.099 -0.160 -10.364
H 4.997 0.602 -11.672
H 5.819 0.182 -10.160
C 0.376 7.277 6.759
C -0.550 6.078 6.641
O -0.144 5.122 5.684
C 1.120 4.520 5.893
C 1.240 3.756 7.200
H 0.489 7.767 5.792
H -0.038 7.995 7.467
H 1.368 6.996 7.115
H -1.533 6.403 6.300
H -0.691 5.610 7.623
H 1.922 5.264 5.811
H 1.237 3.835 5.054
H 1.144 4.409 8.069
H 2.217 3.274 7.256
H 0.468 2.989 7.266
C 4.612 1.820 11.013
C 4.120 2.409 9.702
O 5.121 2.555 8.714
C 5.750 1.360 8.286
C 4.806 0.343 7.668
H 5.423 2.424 11.422
H 3.796 1.798 11.736
H 4.976 0.799 10.895
H 3.753 3.421 9.872
H 3.276 1.827 9.313
H 6.317 0.906 9.107
H 6.476 1.688 7.542
H 4.072 -0.028 8.385
H 5.374 -0.514 7.306
H 4.269 0.780 6.826
```

- E (Eh) = -2002.5812
- charge = -1

Here are the Löwdin charges for atoms 1 to 4, given in e: atom 1 (C): -0.108, atom 2 (C): -0.268, atom 3 (C): -0.218, atom 4 (C): -0.207

=====

(3)
Below is a molecular structure, C30H43As2KN3O5 in a non-equilibrium geometry, with properties calculated with wB97M-V/def2-TZVPD.

Structure (XYZ):
```
84
C30H43As2KN3O5 wB97M-V/def2-TZVPD
K 0.331 -0.942 -0.333
O 1.481 -3.496 0.693
C 1.277 -3.480 -0.662
O 2.151 -3.181 -1.411
C -0.208 -3.628 -0.997
O -0.611 -2.557 -1.839
C -2.022 -2.302 -1.908
C -2.455 -1.058 -1.080
O -3.278 -0.295 -1.606
O -1.900 -0.932 0.043
H 2.376 -3.131 0.817
H -0.759 -3.624 -0.053
H -0.382 -4.586 -1.499
H -2.592 -3.170 -1.560
H -2.271 -2.119 -2.952
N 2.313 -0.368 1.346
C 3.700 -0.510 1.201
C 4.452 -0.938 2.294
C 5.828 -1.091 2.199
C 6.465 -0.807 1.003
C 5.708 -0.396 -0.088
C 4.325 -0.248 -0.036
C 3.579 0.132 -1.286
C 4.027 1.249 -2.007
C 3.468 1.545 -3.242
C 2.493 0.699 -3.767
C 2.057 -0.398 -3.030
C 2.548 -0.707 -1.746
H 1.994 -0.236 2.294
H 1.915 0.306 0.711
H 3.945 -1.138 3.233
H 6.393 -1.425 3.061
H 7.539 -0.915 0.913
H 6.195 -0.203 -1.037
H 4.809 1.891 -1.603
H 3.796 2.417 -3.796
H 2.072 0.913 -4.747
H 1.316 -1.063 -3.485
C -0.454 2.293 3.454
As -0.940 1.218 1.868
C -1.945 2.612 0.934
C -2.434 0.272 2.745
C -3.595 0.952 3.095
C -4.668 0.288 3.673
C -4.585 -1.075 3.907
C -3.426 -1.762 3.574
C -2.344 -1.106 2.997
As -0.669 -2.023 2.522
C -1.238 -3.892 2.737
C 0.123 -1.843 4.325
H -1.337 2.753 3.900
H 0.250 3.072 3.160
H 0.026 1.657 4.199
H -2.383 3.332 1.624
H -2.727 2.132 0.345
H -1.262 3.127 0.259
H -3.678 2.015 2.904
H -5.568 0.835 3.930
H -5.422 -1.606 4.345
H -3.378 -2.827 3.762
H -1.560 -4.111 3.755
H -0.385 -4.519 2.482
H -2.054 -4.108 2.047
H -0.594 -2.124 5.098
H 0.425 -0.807 4.486
H 1.008 -2.478 4.399
C -2.671 3.310 -2.697
C -1.468 2.825 -3.517
C -0.941 3.959 -4.389
C -1.889 1.643 -4.386
N -0.333 2.407 -2.682
N -0.585 1.315 -1.813
H -3.449 3.708 -3.354
H -2.371 4.103 -2.006
H -3.117 2.494 -2.123
H -1.713 4.309 -5.076
H -0.078 3.618 -4.962
H -0.626 4.807 -3.774
H -2.644 1.962 -5.108
H -2.320 0.844 -3.780
H -1.025 1.253 -4.929
H -0.008 3.179 -2.112
H -0.467 0.467 -2.361
H -1.555 1.309 -1.498
```

- relative energy (zero: lowest compared OMol25 entry of this formula, charge and spin) (eV) = 2.086
- charge = -1

Here are the Löwdin charges for atoms 1 to 4, given in e: atom 1 (K): 0.648, atom 2 (O): 0.011, atom 3 (C): -0.553, atom 4 (O): 0.115